{"formula": "H56O28", "method": "ωB97M-V/def2-TZVPD", "species": ["O", "H", "H", "O", "H", "H", "O", "H", "H", "O", "H", "H", "O", "H", "H", "O", "H", "H", "O", "H", "H", "O", "H", "H", "O", "H", "H", "O", "H", "H", "O", "H", "H", "O", "H", "H", "O", "H", "H", "O", "H", "H", "O", "H", "H", "O", "H", "H", "O", "H", "H", "O", "H", "H", "O", "H", "H", "O", "H", "H", "O", "H", "H", "O", "H", "H", "O", "H", "H", "O", "H", "H", "O", "H", "H", "O", "H", "H", "O", "H", "H", "O", "H", "H"], "positions_angstrom": [[0.16043, -4.57166, 1.38357], [-0.23004, -3.83678, 1.85656], [0.13075, -4.30804, 0.46385], [-1.89764, 2.40492, -0.70569], [-1.63203, 3.11848, -1.28578], [-2.13542, 2.83799, 0.11415], [-1.22112, -2.08348, 2.41894], [-1.25561, -1.12710, 2.39942], [-2.13603, -2.35793, 2.35684], [-1.28047, 0.64259, 2.28953], [-2.08563, 0.94917, 2.70660], [-0.58022, 0.94705, 2.86675], [-1.13127, 0.74690, -5.75827], [-0.23402, 0.44906, -5.60834], [-1.52407, 0.06225, -6.29976], [4.16739, 2.88800, 1.60577], [3.49272, 2.40645, 1.12706], [4.99353, 2.56652, 1.24469], [-0.98795, 5.33315, 2.90946], [-1.56735, 4.68083, 2.51576], [-0.34234, 4.81916, 3.39446], [1.26354, 0.45269, -3.29080], [1.85693, -0.05787, -2.73993], [1.69365, 1.30279, -3.38322], [-3.12750, -2.36217, -1.24660], [-3.82076, -2.22819, -1.89287], [-2.49011, -1.67251, -1.43191], [-2.68737, 3.48169, 1.54151], [-3.60596, 3.29466, 1.34795], [-2.57370, 3.20931, 2.45206], [-2.58191, -4.95568, -1.19726], [-2.66629, -4.01388, -1.04852], [-1.63844, -5.10553, -1.25762], [2.72610, -1.25500, -1.81749], [3.32312, -1.32639, -2.56228], [2.96717, -1.98401, -1.24594], [-5.36059, 2.55697, 1.11785], [-6.05499, 3.01158, 0.64099], [-4.92571, 2.02059, 0.45497], [4.27223, 3.31956, -1.50036], [4.75060, 2.54371, -1.20805], [3.47834, 3.32761, -0.96564], [2.26148, -1.52548, 1.38829], [1.65748, -0.93803, 0.93406], [2.32280, -1.16840, 2.27427], [0.72815, -2.76855, -3.38945], [0.11900, -2.52693, -4.08715], [1.30607, -2.01050, -3.30224], [-0.60695, -3.62823, 4.49543], [0.34109, -3.54222, 4.39506], [-0.97026, -2.92980, 3.95097], [0.19342, 0.23854, 0.03033], [-0.30570, -0.05802, -0.73070], [-0.46566, 0.59710, 0.62471], [-1.24965, -0.46896, -2.26064], [-1.83459, 0.19097, -2.63289], [-0.37617, -0.20689, -2.55144], [2.34489, -0.00353, 3.61329], [2.45456, 0.00792, 4.56412], [2.36008, 0.91910, 3.35884], [-3.93113, 0.59792, -0.41827], [-3.12300, 1.08688, -0.57349], [-3.63844, -0.28874, -0.20754], [-3.44272, 1.89177, -4.15872], [-3.97861, 1.37434, -4.75983], [-2.55258, 1.81210, -4.50157], [-0.59783, 4.41057, -2.13863], [-0.65308, 4.51227, -3.08881], [0.28457, 4.07327, -1.98429], [2.74625, 1.08302, -0.10150], [1.80662, 0.96501, 0.03774], [2.99013, 0.37892, -0.70232], [0.04560, -4.59944, -1.31493], [0.58945, -5.23445, -1.78101], [0.18416, -3.77580, -1.78252], [5.22784, -1.03028, 0.96596], [4.45438, -1.03940, 1.52980], [5.13961, -1.81489, 0.42482], [3.32735, -3.94769, 2.60656], [2.92779, -3.78926, 3.46182], [2.87251, -3.34865, 2.01452], [0.28717, 1.97080, 4.06649], [0.58403, 1.55754, 4.87726], [0.66793, 2.84866, 4.09121]], "mulliken_charge": [-0.624, 0.360, 0.362, -0.462, 0.238, 0.439, -0.558, 0.325, 0.316, -0.759, 0.236, 0.383, -0.603, 0.292, 0.301, -0.638, 0.202, 0.338, -0.598, 0.380, 0.270, -0.557, 0.260, 0.299, -0.677, 0.280, 0.431, -0.857, 0.321, 0.302, -0.694, 0.380, 0.433, -0.673, 0.283, 0.166, -0.667, 0.323, 0.379, -0.609, 0.277, 0.328, 0.023, -0.230, 0.386, -0.647, 0.260, 0.276, -0.622, 0.265, 0.437, -0.494, 0.098, 0.178, -0.383, 0.233, 0.136, -0.548, 0.249, 0.244, -0.690, 0.371, 0.304, -0.592, 0.287, 0.289, -0.653, 0.300, 0.298, 0.133, 0.194, 0.138, -0.712, 0.265, 0.374, -0.636, 0.354, 0.287, -0.622, 0.280, 0.333, -0.598, 0.261, 0.249], "relative_energy_kcal_mol": 74.2, "spin_multiplicity": 1, "max_force_ev_per_a": 1.267, "orbital_gap_ev": 8.5997, "lumo_ev": -0.8}

{"formula": "C4H4MgO5Tl", "method": "ωB97M-V/def2-TZVPD", "species": ["O", "C", "O", "O", "C", "C", "H", "H", "H", "H", "O", "O", "C", "Tl", "Mg"], "positions_angstrom": [[0.08210, 0.91467, 1.49877], [0.17442, -0.25416, 2.04012], [1.02502, -0.49531, 2.89576], [-0.81974, -1.08689, 1.74739], [-2.13349, -1.03526, 2.36617], [-3.15985, -0.52777, 1.37018], [-2.09394, -0.36924, 3.23860], [-2.31723, -2.07305, 2.67154], [-3.62144, 0.41120, 1.71768], [-4.07612, -1.07714, 1.62893], [-3.77070, -1.62247, -0.50336], [-2.34192, -0.16353, -1.34730], [-3.13281, -1.09111, -1.43008], [2.54698, 1.40623, 2.41018], [-1.36532, 0.85547, 0.11878]], "mulliken_charge": [-0.650, 1.222, -0.667, -0.431, -0.010, -1.240, 0.262, 0.299, 0.478, 0.368, -0.337, -0.430, 0.423, 0.778, 0.932], "relative_energy_kcal_mol": 0.0, "spin_multiplicity": 1, "max_force_ev_per_a": 5.567, "total_charge": 1, "orbital_gap_ev": [7.1208, 6.8867], "lumo_ev": [-5.0, -4.8]}

{"formula": "FPS", "method": "ωB97M-V/def2-TZVPD", "species": ["F", "P", "S"], "positions_angstrom": [[1.64966, -0.71986, 0.00037], [-0.96441, 1.25481, 0.00103], [-0.68525, -0.53495, -0.00139]], "mulliken_charge": [-0.641, 0.354, 0.287], "relative_energy_kcal_mol": 71.9, "spin_multiplicity": 1, "max_force_ev_per_a": 2.417, "orbital_gap_ev": [7.1406, 7.1421], "lumo_ev": [-2.6, -2.6]}

{"formula": "C36H54CuFP3Si", "method": "ωB97M-V/def2-TZVPD", "species": ["Cu", "C", "C", "C", "P", "C", "C", "C", "C", "C", "C", "C", "C", "C", "Si", "C", "C", "C", "C", "C", "C", "P", "C", "C", "C", "C", "C", "C", "C", "C", "C", "C", "C", "C", "P", "C", "C", "C", "C", "C", "C", "H", "H", "H", "H", "H", "H", "H", "H", "H", "H", "H", "H", "H", "H", "H", "H", "H", "H", "H", "H", "H", "H", "H", "H", "H", "H", "H", "H", "H", "H", "H", "H", "H", "H", "H", "H", "H", "H", "H", "H", "H", "H", "H", "H", "H", "H", "H", "H", "H", "H", "H", "H", "H", "H", "F"], "positions_angstrom": [[-0.36479, 0.91469, -0.80753], [-3.96418, -3.25432, -0.01181], [-2.50280, -3.65188, 0.18237], [-2.15714, -3.75028, 1.66976], [-1.39831, -2.37151, -0.58545], [-1.77963, -2.48592, -2.40901], [-2.06873, -3.88370, -2.94361], [-0.66454, -1.82460, -3.21769], [0.25902, -3.16241, -0.49679], [0.51639, -4.50606, -0.75348], [1.82124, -4.97801, -0.80190], [2.88182, -4.10715, -0.60275], [2.63548, -2.77368, -0.30366], [1.32956, -2.29233, -0.21723], [0.88568, -0.56688, 0.40200], [2.51735, 0.37859, 0.69783], [3.45550, -0.03027, 1.64843], [4.66097, 0.63544, 1.80621], [4.95958, 1.72431, 0.99852], [4.04282, 2.15303, 0.05236], [2.81701, 1.49890, -0.09306], [1.54425, 1.97687, -1.31120], [1.25336, 3.80725, -1.24234], [0.36182, 4.15215, -2.44068], [2.41465, 4.78444, -1.07787], [2.26474, 1.54786, -2.96151], [3.44714, 2.38155, -3.44482], [2.63013, 0.06129, -2.93497], [0.12479, -0.83807, 2.11270], [0.58928, -1.81733, 2.99234], [0.08409, -1.91743, 4.27827], [-0.89048, -1.02528, 4.70840], [-1.37963, -0.06333, 3.83906], [-0.89754, 0.01865, 2.53177], [-1.52220, 1.21810, 1.29516], [-1.42003, 2.80588, 2.25428], [0.04092, 3.00790, 2.66451], [-1.92253, 3.99928, 1.44564], [-3.29723, 0.75386, 1.05372], [-3.97400, 1.63188, -0.00276], [-4.16438, 0.63103, 2.30203], [-4.62211, -3.97479, 0.47904], [-4.24341, -3.20213, -1.06510], [-4.15937, -2.27574, 0.43329], [-2.33486, -4.62738, -0.28358], [-2.28653, -2.78238, 2.16459], [-1.12102, -4.05632, 1.81823], [-2.80270, -4.47698, 2.16847], [-2.66496, -1.84944, -2.51328], [-1.17856, -4.51319, -2.89162], [-2.35693, -3.82109, -3.99600], [-2.87599, -4.38767, -2.41017], [0.27826, -2.36720, -3.11243], [-0.53986, -0.78576, -2.91243], [-0.93789, -1.82409, -4.27588], [-0.30169, -5.19444, -0.92657], [2.00986, -6.02395, -1.00912], [3.90023, -4.47073, -0.66216], [3.47005, -2.10576, -0.12018], [3.24059, -0.88490, 2.28040], [5.37120, 0.30258, 2.55260], [5.90518, 2.23988, 1.10667], [4.28800, 2.99908, -0.57338], [0.63452, 3.89658, -0.34382], [0.92395, 4.12214, -3.37553], [-0.03559, 5.16211, -2.32697], [-0.47763, 3.45759, -2.52430], [3.13837, 4.71895, -1.88927], [2.93733, 4.62835, -0.13538], [2.02086, 5.80354, -1.07139], [1.42424, 1.68004, -3.65068], [4.28842, 2.30259, -2.75396], [3.19345, 3.43286, -3.56854], [3.78630, 2.00805, -4.41356], [3.49693, -0.11032, -2.29260], [2.88377, -0.27688, -3.94119], [1.80728, -0.55416, -2.56882], [1.35071, -2.51693, 2.66251], [0.45393, -2.68236, 4.94971], [-1.27454, -1.08432, 5.71899], [-2.13919, 0.62464, 4.18910], [-2.02837, 2.70855, 3.16009], [0.69500, 3.02591, 1.78742], [0.39510, 2.21251, 3.31979], [0.15466, 3.95995, 3.18728], [-1.41907, 4.05708, 0.47770], [-1.72125, 4.92700, 1.98611], [-2.99150, 3.94669, 1.25593], [-3.16112, -0.23973, 0.61113], [-4.23430, 2.61116, 0.39881], [-4.90927, 1.15328, -0.30380], [-3.34463, 1.72540, -0.88776], [-4.23625, 1.58425, 2.83347], [-3.80199, -0.12703, 2.99452], [-5.17859, 0.35105, 2.00679], [-1.83846, 0.79135, -2.01838]], "mulliken_charge": [0.465, -1.489, 0.418, -1.410, 0.693, 0.550, -1.683, -1.599, 0.017, -0.727, -0.992, -0.883, -0.555, 0.471, 1.620, 0.778, -0.067, -0.851, -1.146, -1.159, 0.544, 0.266, 1.601, -1.704, -1.640, 0.573, -1.526, -1.311, 0.414, -0.558, -1.001, -0.927, -0.911, 0.022, 0.524, 0.401, -1.388, -1.427, 2.609, -1.754, -1.780, 0.482, 0.338, 0.161, 0.701, 0.013, 0.243, 0.537, 0.651, 0.292, 0.503, 0.356, 0.147, 0.063, 0.587, 0.396, 0.410, 0.409, 0.412, 0.415, 0.430, 0.416, 0.566, -0.719, 0.355, 0.501, 0.359, 0.205, 0.406, 0.500, 0.785, 0.255, 0.306, 0.455, 0.272, 0.617, -0.209, 0.445, 0.437, 0.411, 0.476, 0.694, 0.109, 0.177, 0.631, 0.155, 0.513, 0.270, -1.805, 0.382, 0.466, 0.207, 0.391, 0.455, 0.455, -0.962], "relative_energy_kcal_mol": 0.0, "spin_multiplicity": 2, "max_force_ev_per_a": 0.686, "orbital_gap_ev": [6.7502, 7.6312], "lumo_ev": [0.7, -0.3]}